# 1
Below is C5H7NO as an isolated structure, with properties calculated with the ωB97M-V functional and the def2-TZVPD basis.

```
! RIJCOSX wB97M-V def2-TZVPD def2/J DEFGRID3
* xyz 0 1
O 2.72 0.19 -0.33
C 1.64 0.57 -0.71
C 0.35 0.01 -0.20
C -0.80 -0.54 -1.00
N -1.30 -0.43 0.74
C -0.68 0.90 0.55
C 0.09 -1.00 0.90
H 1.54 1.44 -1.39
H -1.13 0.12 -1.82
H -1.42 -1.37 -0.69
H -1.35 1.53 -0.06
H -0.40 1.38 1.49
H 0.53 -0.76 1.87
H 0.22 -2.06 0.65
*
```

Atomic charges from the Löwdin analysis, expressed in e, are listed below:
1 O 0.07
2 C -0.19
3 C -0.40
4 C 0.04
5 N 0.00
6 C -0.17
7 C -0.13
8 H 0.13
9 H 0.10
10 H 0.09
11 H 0.11
12 H 0.11
13 H 0.12
14 H 0.12

---

# 2
Below is one molecule with the formula C5H7NO, with properties calculated with the ωB97M-V functional and the def2-TZVPD basis.

Summary:
* SMILES: CC(=O)[C@@H](C)C#N

```
! RIJCOSX wB97M-V def2-TZVPD def2/J DEFGRID3
* xyz 0 1
C 2.00 0.12 -0.10
C 0.74 -0.70 0.05
O 0.74 -1.83 0.48
C -0.60 -0.08 -0.40
C -1.75 -0.50 0.53
C -0.53 1.38 -0.55
N -0.47 2.53 -0.66
H 2.86 -0.50 0.16
H 1.96 0.99 0.56
H 2.10 0.50 -1.12
H -0.79 -0.49 -1.41
H -1.62 -0.06 1.52
H -2.71 -0.17 0.12
H -1.74 -1.58 0.62
*
```

Atomic charges from the Löwdin analysis, expressed in e, are listed below:
1 C -0.01
2 C -0.41
3 O 0.10
4 C -0.28
5 C -0.05
6 C -0.21
7 N 0.16
8 H 0.09
9 H 0.09
10 H 0.10
11 H 0.16
12 H 0.09
13 H 0.09
14 H 0.08

---

Across the entries above, Kohn-Sham gap takes the values 9.4 10.9 eV, respectively.
Across the entries above, energy above the lowest of the compared OMol25 structures with the same formula, charge and spin takes the values 134.4 11.0 kcal per mole, respectively.
Across the entries above, HOMO energy takes the values -8.8 -10.3 eV, respectively.